## a
Density functional theory data (ωB97M-V with the def2-TZVPD basis set) for the molecule C2H3N3O3.

- SMILES: O=c1o[nH]nc1NO
- Total charge: 0
- HOMO-LUMO gap: 9.9 eV
- 2S+1: 1

Geometry (Å):
O (-0.045, -1.444, 1.557)
C (0.514, -0.719, 0.766)
O (1.829, -0.470, 0.721)
N (2.078, 0.273, -0.467)
N (0.865, 0.696, -0.976)
C (-0.039, 0.083, -0.339)
N (-1.376, 0.032, -0.701)
O (-2.261, 0.320, 0.355)
H (2.574, 1.109, -0.144)
H (-1.602, 0.685, -1.431)
H (-2.537, -0.564, 0.660)

Atomic charges from the natural (NBO) analysis, expressed in e, are listed below: O -0.5542; C 0.6844; O -0.3274; N -0.1279; N -0.2396; C 0.2120; N -0.3179; O -0.5523; H 0.3655; H 0.3730; H 0.4844


## b
Density functional theory data (ωB97M-V with the def2-TZVPD basis set) for the molecule C2H3N3O3.

- SMILES: O/N=c1/cnon1O
- Total charge: 0
- HOMO-LUMO gap: 8.4 eV
- 2S+1: 1

Geometry (Å):
O (0.392, 2.091, 0.973)
N (-0.614, 1.582, 0.220)
C (-0.390, 0.449, -0.269)
C (-1.307, -0.472, -1.114)
N (-0.775, -1.673, -1.373)
O (0.452, -1.662, -0.420)
N (0.689, -0.418, -0.068)
O (1.055, -0.241, 1.451)
H (0.081, 2.932, 1.119)
H (-2.229, -0.268, -1.631)
H (2.044, -0.470, 1.324)

Atomic charges from the natural (NBO) analysis, expressed in e, are listed below: O -0.5064; N -0.1448; C 0.2464; C -0.0054; N -0.0501; O -0.2436; N 0.0695; O -0.5542; H 0.4730; H 0.2355; H 0.4801


a (4.345 eV below the next structure)


## a
Density functional theory data (ωB97M-V with the def2-TZVPD basis set) for the molecule C2H3N3O3.

- SMILES: [H]/N=C1/NOC(=O)NO1
- Total charge: 0
- HOMO-LUMO gap: 10.1 eV
- 2S+1: 1

Geometry (Å):
H (-2.549, -1.020, -0.563)
N (-2.500, 0.025, 0.001)
C (-1.167, 0.214, -0.096)
N (-0.214, 1.217, 0.366)
O (0.941, 1.215, -0.341)
C (1.673, 0.054, -0.010)
O (2.930, 0.018, -0.169)
N (0.826, -0.972, 0.557)
O (-0.301, -0.823, -0.499)
H (-0.740, 2.077, 0.389)
H (1.101, -2.004, 0.365)

Atomic charges from the natural (NBO) analysis, expressed in e, are listed below: H 0.3718; N -0.6634; C 0.6242; N -0.3523; O -0.3241; C 0.8538; O -0.5417; N -0.3553; O -0.4322; H 0.3983; H 0.4207


## b
Density functional theory data (ωB97M-V with the def2-TZVPD basis set) for the molecule C2H3N3O3.

- SMILES: N/N=c1/o[nH]c(=O)o1
- Total charge: 0
- HOMO-LUMO gap: 9.8 eV
- 2S+1: 1

Geometry (Å):
N (2.063, -0.811, -0.219)
N (1.637, 0.489, -0.045)
C (0.385, 0.566, 0.014)
O (-0.489, 1.550, 0.054)
N (-1.758, 0.951, -0.270)
C (-1.556, -0.461, -0.117)
O (-2.438, -1.244, -0.033)
O (-0.302, -0.629, 0.088)
H (2.001, -1.202, 0.701)
H (2.989, -0.669, -0.364)
H (-2.531, 1.460, 0.190)

Atomic charges from the natural (NBO) analysis, expressed in e, are listed below: N -0.6220; N -0.3560; C 0.7265; O -0.3252; N -0.3691; C 0.8594; O -0.5548; O -0.4652; H 0.3426; H 0.3508; H 0.4132


b (2.065 eV below the next structure)


## a
Density functional theory data (ωB97M-V with the def2-TZVPD basis set) for a cluster of 9 separate species, C5H29N2O9 in total.

- Total charge: -1
- HOMO-LUMO gap: 8.9 eV
- 2S+1: 1

Geometry (Å):
C (1.971, 1.903, -0.911)
C (1.780, 1.144, 0.429)
C (0.543, 1.717, 1.142)
C (0.729, 3.207, 1.543)
O (0.226, 4.118, 0.612)
N (1.604, -0.281, 0.179)
C (2.694, -1.168, -0.339)
N (2.265, -2.475, -0.798)
H (1.245, 1.570, -1.725)
H (1.843, 2.989, -0.760)
H (3.034, 1.633, -1.130)
H (2.710, 1.207, 1.064)
H (-0.211, 1.620, 0.367)
H (0.295, 1.244, 2.101)
H (1.748, 3.596, 1.602)
H (0.277, 3.384, 2.569)
H (0.742, -0.287, -0.550)
H (3.259, -0.667, -1.109)
H (3.450, -1.296, 0.450)
H (1.823, -2.947, -0.005)
H (1.428, -2.311, -1.336)
H (-1.016, 1.998, -1.302)
H (-0.582, -0.077, -2.003)
O (-0.964, -0.163, -1.146)
H (-0.073, -2.599, 0.725)
H (0.396, -3.632, 1.723)
O (-0.097, -3.601, 0.883)
H (-2.465, 2.306, -1.281)
H (-0.619, 3.913, 0.241)
O (-1.634, 2.780, -1.374)
H (-2.491, 0.237, -0.739)
H (-3.374, 1.220, 0.071)
O (-3.351, 0.828, -0.821)
H (-1.310, -0.946, 0.295)
H (-2.255, -2.068, 0.510)
O (-1.709, -1.462, 1.070)
H (-1.373, -3.145, -1.304)
H (-1.462, -1.631, -1.768)
O (-1.337, -2.590, -2.106)
H (1.866, -1.219, 1.964)
H (0.510, -1.551, 2.544)
O (1.430, -1.881, 2.566)
H (-4.055, -0.870, -0.369)
H (-3.435, -1.930, -1.251)
O (-4.058, -1.818, -0.523)

Atomic charges from the natural (NBO) analysis, expressed in e, are listed below: C -0.6541; C -0.0283; C -0.4490; C -0.0532; O -0.7527; N -0.7609; C -0.0450; N -0.8288; H 0.2053; H 0.2316; H 0.2029; H 0.1726; H 0.2285; H 0.2106; H 0.1714; H 0.1419; H 0.4242; H 0.1478; H 0.1551; H 0.3745; H 0.3586; H 0.4845; H 0.4650; O -1.2486; H 0.4925; H 0.4827; O -0.9898; H 0.4904; H 0.4945; O -1.0020; H 0.5244; H 0.4660; O -1.0118; H 0.4999; H 0.4818; O -1.0087; H 0.4699; H 0.4930; O -1.0122; H 0.4969; H 0.4817; O -0.9913; H 0.4907; H 0.4725; O -0.9745


## b
Density functional theory data (ωB97M-V with the def2-TZVPD basis set) for a structure of composition C5H29N2O9.

- Total charge: -1
- HOMO-LUMO gap: 8.8 eV
- 2S+1: 1

Geometry (Å):
C (-2.386, -0.447, -0.685)
N (-1.169, -0.321, -1.572)
C (-1.378, 0.110, -2.963)
O (-1.483, 1.582, -2.972)
C (-2.271, -1.666, 0.347)
C (-3.607, -1.981, 1.150)
N (-1.108, -1.496, 1.220)
C (-0.921, -0.139, 2.008)
H (-3.302, -0.360, -1.247)
H (-2.425, 0.499, -0.061)
H (-0.563, 0.425, -1.144)
H (-0.442, 0.167, -3.540)
H (-2.305, -0.257, -3.432)
H (-1.871, -2.556, -0.340)
H (-3.262, -1.749, 2.353)
H (-4.422, -1.501, 0.763)
H (-3.834, -3.026, 1.423)
H (-0.128, -1.624, 0.844)
H (0.118, -0.070, 2.302)
H (-1.208, 0.828, 1.698)
H (-1.530, -0.147, 2.901)
H (3.260, -1.116, -0.716)
H (4.015, -1.410, 0.531)
O (4.170, -1.381, -0.407)
H (-0.805, 1.930, -2.395)
H (0.285, 1.823, 0.444)
O (0.642, 1.961, -0.434)
H (1.410, 4.800, -1.073)
H (1.179, 3.639, -0.106)
O (0.906, 4.590, -0.257)
H (1.430, 0.498, -2.011)
H (3.005, 0.723, -1.846)
O (2.311, 0.295, -2.383)
H (1.832, -4.423, -1.166)
H (3.033, -3.908, -0.356)
O (2.152, -4.252, -0.207)
H (2.551, -1.762, 3.142)
H (2.414, -1.104, 1.802)
O (2.835, -1.085, 2.694)
H (2.372, 0.742, 1.040)
H (1.362, 1.082, -0.025)
O (2.076, 0.182, 0.379)
H (-0.949, 3.617, 0.738)
H (-0.662, 4.448, 1.973)
O (-1.331, 3.841, 1.587)

Atomic charges from the natural (NBO) analysis, expressed in e, are listed below: C -0.2472; N -0.6886; C 0.0752; O -0.7883; C -0.0507; C -0.6250; N -0.6694; C -0.4572; H 0.1856; H 0.1829; H 0.4026; H 0.1878; H 0.1717; H 0.2018; H 0.2117; H 0.1989; H 0.2157; H 0.4029; H 0.2166; H 0.1862; H 0.1766; H 0.5111; H 0.4677; O -0.9872; H 0.4797; H 0.4488; O -1.1340; H 0.4622; H 0.5069; O -1.0025; H 0.4877; H 0.4872; O -0.9743; H 0.4664; H 0.4801; O -0.9476; H 0.4480; H 0.5012; O -0.9670; H 0.4398; H 0.4782; O -1.1415; H 0.4902; H 0.4703; O -0.9610


a (3.084 eV below the next structure)


## a
Density functional theory data (ωB97M-V with the def2-TZVPD basis set) for a cluster of 5 separate species, C3H15NO3S in total.

- Total charge: 0
- HOMO-LUMO gap: 4.3 eV
- 2S+1: 1

Geometry (Å):
C (1.144, -0.294, -0.224)
C (0.431, -1.590, -0.180)
C (-0.156, -1.812, -1.581)
S (-0.795, -0.233, -2.046)
N (1.929, -0.159, 0.918)
H (1.726, -0.197, -1.109)
H (0.376, 0.542, -0.251)
H (-0.340, -1.458, 0.581)
H (1.109, -2.371, 0.106)
H (0.728, -2.034, -2.150)
H (-0.882, -2.622, -1.601)
H (1.356, 1.684, -3.742)
H (2.340, 0.740, 0.881)
H (1.406, -0.220, 1.767)
H (1.789, 1.268, -3.400)
H (-1.681, 1.694, -0.691)
O (-2.020, 2.393, -0.126)
H (-1.287, 0.321, 2.180)
H (-2.613, -0.391, 2.879)
O (-2.286, 0.046, 2.088)
H (-0.022, 1.647, 2.824)
H (-2.289, 1.961, 0.784)
O (0.037, 1.084, 2.096)

Atomic charges from the natural (NBO) analysis, expressed in e, are listed below: C -0.2336; C -0.4067; C -0.5906; S 0.2669; N -0.6008; H 0.2122; H 0.3010; H 0.2515; H 0.2256; H 0.2145; H 0.2622; H 0.0171; H 0.3884; H 0.4307; H -0.0173; H 0.4535; O -0.9611; H 0.5013; H 0.4623; O -1.0461; H 0.4437; H 0.5111; O -1.0861


## b
Density functional theory data (ωB97M-V with the def2-TZVPD basis set) for a cluster of 4 separate species, C3H15NO3S in total.

- SMILES: C[C@H](N)CS.O.O.O
- Total charge: 0
- HOMO-LUMO gap: 9.2 eV
- 2S+1: 1

Geometry (Å):
C (-1.593, 1.608, -0.654)
C (-0.212, 1.959, -0.150)
N (0.374, 2.648, -1.270)
C (0.668, 0.878, 0.454)
S (2.209, 1.423, 1.389)
H (-2.402, 2.144, -1.206)
H (-1.356, 0.772, -1.343)
H (-2.251, 1.330, 0.138)
H (-0.344, 2.692, 0.723)
H (0.102, 3.435, -1.623)
H (0.231, 1.984, -2.127)
H (1.194, 0.101, -0.237)
H (0.273, 0.301, 1.232)
H (2.809, 2.112, 0.494)
O (-1.056, -2.887, -2.928)
H (-1.026, -3.024, -1.989)
H (-0.667, -2.104, -3.212)
O (-1.010, -3.883, 0.071)
H (-0.253, -4.074, -0.361)
H (-1.009, -3.667, 0.939)
O (-0.885, -1.580, 2.037)
H (-1.319, -2.128, 1.394)
H (-1.514, -1.045, 2.511)

Atomic charges from the natural (NBO) analysis, expressed in e, are listed below: C -0.6400; C -0.0832; N -0.8222; C -0.4847; S -0.0684; H 0.2386; H 0.1906; H 0.2015; H 0.1989; H 0.3594; H 0.3275; H 0.2183; H 0.2416; H 0.1172; O -0.9532; H 0.4809; H 0.4693; O -0.9484; H 0.4830; H 0.4719; O -0.9456; H 0.4657; H 0.4810


## c
Density functional theory data (ωB97M-V with the def2-TZVPD basis set) for a structure of composition C3H15NO3S.

- Total charge: 0
- HOMO-LUMO gap: 5.1 eV
- 2S+1: 1

Geometry (Å):
C (-0.120, 1.653, -0.094)
C (-0.293, 0.563, -1.153)
C (-1.739, 0.106, -1.232)
S (-2.281, -0.431, 0.378)
N (1.269, 1.779, 0.148)
H (-0.626, 2.569, -0.494)
H (-0.706, 1.134, 0.734)
H (0.305, -0.273, -0.777)
H (0.091, 0.907, -2.114)
H (-2.486, 0.814, -1.602)
H (-1.806, -0.675, -2.014)
H (-2.180, 0.502, 3.596)
H (1.495, 2.598, 0.712)
H (1.686, 0.911, 0.571)
H (-2.152, 0.583, 2.854)
H (-0.492, -1.461, 0.865)
O (0.371, -1.702, 1.170)
H (2.392, -0.711, -0.500)
H (2.615, -1.732, -1.748)
O (2.016, -1.075, -1.381)
H (2.986, -0.072, 1.370)
H (1.013, -0.911, 1.204)
O (2.197, 0.054, 0.833)

Atomic charges from the natural (NBO) analysis, expressed in e, are listed below: C -0.2267; C -0.4322; C -0.6033; S 0.1845; N -0.4914; H 0.2237; H 0.2288; H 0.2898; H 0.2314; H 0.2171; H 0.2847; H 0.0203; H 0.3597; H 0.3831; H -0.0234; H 0.4469; O -1.0152; H 0.4986; H 0.4666; O -1.0139; H 0.4894; H 0.4857; O -1.0039


b (4.099 eV below the next structure)